Record 1
The following is a DFT calculation (ωB97M-V with the def2-TZVPD basis set) of C53H48Cl3GeN5O6PTi as an isolated structure.

The geometry in XYZ format:
```
118
C53H48Cl3GeN5O6PTi | OMol25 | ωB97M-V with the def2-TZVPD basis set
Ti -0.16019 0.59857 -0.30230
C -0.54265 0.49727 -7.69161
C -0.57069 0.20777 -6.21521
C -1.24031 -0.87363 -5.68713
C -1.26160 -1.14776 -4.30712
C -2.03648 -2.23720 -3.83602
N -2.13977 -2.53748 -2.57862
C -3.01946 -3.53630 -1.99173
C -4.17789 -2.84802 -1.27008
C -3.77611 -1.82815 -0.20340
N -3.50512 -2.41987 1.12379
C -2.46326 -2.99213 1.61534
C -1.17875 -3.24972 0.99026
C -0.66311 -4.54254 1.14075
C 0.51548 -4.92836 0.52878
C 1.07162 -6.31879 0.66303
C 1.20041 -3.94656 -0.18041
C 0.77930 -2.61995 -0.26500
C 1.76619 -1.68270 -0.79647
N 1.79360 -0.41933 -0.62605
C 3.03237 0.26392 -1.08554
C 3.09959 1.71830 -0.65188
C 1.99882 2.60399 -1.26530
N 0.94997 1.73289 -1.82730
C 0.86554 1.71971 -3.10327
C 0.09701 0.82287 -3.93479
C 0.09231 1.03701 -5.30815
C -0.57612 -0.29654 -3.38869
O -0.58271 -0.54318 -2.12582
C -0.45231 -2.24999 0.31773
O -0.91154 -1.01727 0.34384
H -1.08754 -0.26056 -8.25131
H 0.48052 0.51915 -8.06783
H -0.99545 1.46486 -7.91070
H -1.78132 -1.53963 -6.35177
H -2.59397 -2.84272 -4.54657
H -1.59984 -1.89688 -1.97758
H -2.42537 -4.15721 -1.31938
H -3.40416 -4.17648 -2.78526
H -4.84920 -3.59993 -0.85163
H -4.75431 -2.29447 -2.01398
H -4.60259 -1.14491 -0.03445
H -2.93056 -1.21145 -0.49693
H -4.26828 -2.30667 1.78538
H -2.60416 -3.37373 2.62409
H -1.21881 -5.26390 1.73144
H 0.36691 -6.98138 1.16190
H 1.99359 -6.30826 1.24612
H 1.30344 -6.74567 -0.31277
H 2.14647 -4.21030 -0.64299
H 2.61900 -2.16245 -1.28415
H 3.10566 0.15486 -2.17023
H 3.88152 -0.26062 -0.64296
H 4.07766 2.10885 -0.93371
H 3.05641 1.75424 0.43427
H 2.39982 3.23588 -2.05952
H 1.56827 3.26197 -0.51199
H 1.46444 2.44970 -3.65253
H 0.63247 1.89835 -5.69116
C 4.90250 -3.36274 3.76159
C 4.68367 -3.05744 2.42612
C 3.62184 -2.23759 2.07126
C 2.76680 -1.70641 3.03754
C 3.00954 -2.00900 4.37810
C 4.06556 -2.83509 4.73523
P 1.42135 -0.59808 2.47770
C 0.26786 -0.71201 3.89617
C -0.18552 -1.98092 4.26748
C -1.00040 -2.14554 5.37744
C -1.39963 -1.04181 6.12116
C -0.99193 0.22523 5.73820
C -0.16683 0.39312 4.62916
C 2.10831 1.06789 2.65422
C 3.28880 1.30210 3.31807
C 3.75054 2.60965 3.54752
C 2.95715 3.66224 3.19726
C 1.72229 3.45589 2.53779
C 0.86374 4.56219 2.31096
C -0.35112 4.37284 1.73010
C -0.66925 3.10876 1.20062
C 0.15626 1.98891 1.29013
C 1.32323 2.14812 2.14601
H 5.72742 -4.00302 4.04431
H 5.34267 -3.45409 1.66435
H 3.46684 -1.99693 1.02648
H 2.37360 -1.59655 5.15094
H 4.24075 -3.05967 5.77917
H 0.16352 -2.85462 3.72483
H -1.30543 -3.13988 5.68036
H -2.03028 -1.17079 6.99049
H -1.30167 1.09221 6.30737
H 0.18317 1.38731 4.37738
H 3.86525 0.46698 3.69494
H 4.69574 2.77017 4.04800
H 3.25127 4.67811 3.43150
H 1.17856 5.54279 2.64633
H -1.04831 5.19209 1.61261
H -1.59818 3.04160 0.65344
Cl -3.81098 -0.61508 3.80608
Ge -2.77652 1.01064 2.75323
Cl -4.06655 1.32002 1.02911
Cl -2.98451 2.79321 3.92188
O -3.03824 1.07057 -2.50151
C -2.31231 1.89337 -1.99797
O -1.57538 1.61222 -0.91879
C -2.16051 3.27891 -2.52825
C -2.95192 3.68170 -3.60231
C -2.80700 4.95059 -4.14118
C -1.85987 5.82576 -3.62531
C -1.07422 5.39448 -2.57280
C -1.21203 4.14490 -2.00621
N -0.02983 6.28632 -2.03177
O 0.80407 5.78013 -1.29933
O -0.06260 7.44969 -2.35299
H -3.68301 2.98983 -3.99859
H -3.43158 5.26453 -4.96578
H -1.72253 6.82049 -4.02492
H -0.57890 3.86422 -1.18038
```

Summary:
Spin multiplicity ... 2
Charge ... +2
Orbital gap (spin up / spin down) ... 6.146 / 5.401 eV
HOMO (spin up / spin down) ... -12.006 / -12.127 eV
Electronic energy ... -7421.68214 Ha

Record 2
The following is a DFT calculation (ωB97M-V with the def2-TZVPD basis set) of a 9-piece molecular cluster, C36H72BCl16N2O4 overall at a distorted geometry.

The geometry in XYZ format:
```
131
C36H72BCl16N2O4 | OMol25 | ωB97M-V with the def2-TZVPD basis set
C 7.90837 4.17062 -1.54358
C 7.57933 2.96360 -2.13384
C 7.10756 1.81694 -1.35522
O 7.28927 1.80486 -0.15633
O 6.55060 0.80324 -2.03858
C 6.08543 -0.25944 -1.18711
C 5.13791 -1.17731 -1.96630
C 3.82856 -0.42552 -2.20628
C 2.69170 -1.26832 -2.82039
C 1.30917 -0.72808 -2.39680
C 0.82335 0.43489 -3.30602
C 0.41405 1.73460 -2.60247
O 0.45988 2.81145 -3.48883
C -0.18338 2.60180 -4.75116
C -0.76805 3.95858 -5.23798
C -0.13693 5.17341 -4.54751
C 1.36592 2.11646 -1.44725
C 0.83263 1.82766 -0.03021
C -0.61764 2.41078 0.23459
B -1.35803 1.36166 1.17462
O -0.64814 0.94437 2.31607
N -2.68671 0.80929 0.92609
C -2.70281 -0.67324 0.84331
C -3.58092 1.31475 1.98157
C -1.29343 2.71933 -1.10073
C -2.78270 3.07495 -1.06008
N -0.97726 1.60232 -2.02955
H 7.16902 4.88473 -1.18800
H 8.94781 4.48510 -1.46512
H 7.72975 2.88047 -3.20928
H 6.89618 -0.79231 -0.69558
H 5.47705 0.20578 -0.40830
H 4.98546 -2.03136 -1.30686
H 5.61824 -1.46989 -2.90052
H 3.47997 -0.09686 -1.22122
H 4.00174 0.47258 -2.80296
H 2.78563 -1.21316 -3.90683
H 2.76713 -2.31550 -2.53113
H 1.29860 -0.50859 -1.33078
H 0.61787 -1.56357 -2.53646
H 1.63798 0.68575 -3.98472
H 0.02877 0.03385 -3.93842
H 0.54217 2.30390 -5.50780
H -1.02353 1.90697 -4.70501
H -1.83348 3.97908 -4.98836
H -0.70458 4.03632 -6.32067
H -0.48959 6.09955 -4.99580
H -0.37140 5.20577 -3.48671
H 0.94540 5.10658 -4.66135
H 2.34151 1.66385 -1.59227
H 1.51753 3.19424 -1.51219
H 0.85479 0.76940 0.23356
H 1.48800 2.32221 0.68597
H -0.47751 3.33935 0.79173
H -0.12558 0.15347 2.14468
H -1.75316 -1.12077 1.14449
H -3.51908 -1.04273 1.46442
H -2.98338 -0.94602 -0.17614
H -4.61357 1.37589 1.63675
H -3.31299 2.33612 2.27360
H -3.52875 0.71129 2.89087
H -0.78813 3.59485 -1.50954
H -3.02997 3.64690 -1.95571
H -2.97790 3.65049 -0.16190
H -3.37186 2.15992 -1.07298
H -1.00657 0.68646 -1.57152
H -1.69174 1.56282 -2.76057
Cl 3.80555 3.14628 -5.58225
C 5.38199 3.58366 -4.87145
C 5.67766 5.05293 -5.02006
Cl 5.96073 5.50496 -6.71859
H 6.14694 2.97221 -5.34818
H 5.33438 3.31992 -3.81547
H 6.58268 5.29988 -4.46694
H 4.86268 5.66505 -4.64017
Cl -2.84222 -4.35395 5.07634
C -2.61273 -2.65377 4.59272
C -3.77753 -1.77707 4.97348
Cl -5.24497 -2.16964 4.03485
H -2.44806 -2.63595 3.51728
H -1.70873 -2.30303 5.08864
H -3.53329 -0.73599 4.76519
H -4.01814 -1.86771 6.02653
Cl -6.57635 -0.88491 0.69101
C -7.33859 -2.11327 -0.35685
C -7.06796 -3.50766 0.13965
Cl -5.34453 -3.94793 -0.03519
H -6.96613 -1.97143 -1.36880
H -8.41114 -1.91022 -0.35273
H -7.64249 -4.22455 -0.44219
H -7.33875 -3.61943 1.18597
Cl -2.99142 -4.85715 10.87864
C -4.40520 -4.20545 10.00335
C -4.10071 -3.89592 8.56101
Cl -2.97268 -2.52342 8.38638
H -4.74705 -3.32364 10.53898
H -5.18539 -4.96337 10.05099
H -5.01845 -3.62296 8.04231
H -3.66452 -4.74869 8.05078
Cl 5.20351 3.13748 5.30524
C 6.16397 2.34594 4.02909
C 5.87222 2.90881 2.66333
Cl 4.22152 2.50168 2.11019
H 5.96189 1.27871 4.07057
H 7.21249 2.50936 4.27118
H 6.56146 2.48911 1.93287
H 5.97027 3.99123 2.64928
Cl -9.63050 -5.45544 2.08781
C -10.98472 -4.29908 2.15749
C -11.55016 -4.00140 0.79366
Cl -10.41383 -3.07126 -0.22572
H -10.63171 -3.39575 2.64881
H -11.75621 -4.75152 2.77784
H -12.44923 -3.39621 0.89385
H -11.80551 -4.91310 0.26031
Cl -1.52178 -9.90375 8.49391
C -1.31774 -8.16834 8.14864
C -2.50779 -7.35621 8.58988
Cl -3.95901 -7.69198 7.60615
H -1.13354 -8.05678 7.08291
H -0.43273 -7.83755 8.68978
H -2.28812 -6.29776 8.47720
H -2.75668 -7.54580 9.62953
Cl 7.70043 2.57375 -10.21982
C 7.09095 1.11854 -9.39654
C 6.48863 1.43989 -8.05296
Cl 7.72199 1.97280 -6.87784
H 7.91309 0.41311 -9.30571
H 6.32938 0.68196 -10.04060
H 6.01725 0.55039 -7.63762
H 5.73914 2.22486 -8.12928
```

Summary:
Charge ... +1
Orbital gap ... 7.633 eV
HOMO ... -10.621 eV
Electronic energy ... -9213.04531 Ha

Record 3
The following is a DFT calculation (ωB97M-V with the def2-TZVPD basis set) of a 7-piece molecular cluster, C30H71F9N5O16S3 overall at a distorted geometry.

The geometry in XYZ format:
```
134
C30H71F9N5O16S3 | OMol25 | ωB97M-V with the def2-TZVPD basis set
C -7.73737 -15.66564 -8.40234
C -6.49407 -16.58178 -8.39919
C -6.01410 -16.64580 -9.85000
O -5.48643 -16.18144 -7.48518
H -8.45686 -16.01338 -9.14363
H -7.53121 -14.67976 -8.81904
H -8.28451 -15.55192 -7.46649
H -6.94977 -17.49872 -8.02549
H -5.15602 -17.27714 -10.08069
H -5.64332 -15.65327 -10.10595
H -6.79680 -16.96467 -10.53832
C -8.05366 -18.83757 -1.45164
O -7.54898 -17.93032 -2.43552
C -7.30672 -18.53220 -3.69317
C -6.94642 -17.43504 -4.70348
N -5.43382 -17.10627 -4.66251
H -4.83120 -17.89020 -4.86844
H -5.16760 -16.48287 -5.41124
C -4.92863 -16.37135 -3.40576
C -3.45643 -16.02367 -3.67443
O -3.41771 -14.97390 -4.70886
C -2.34966 -14.15248 -4.60020
H -8.49952 -18.44139 -0.53931
H -7.21422 -19.43279 -1.09227
H -8.75034 -19.57796 -1.84480
H -8.27849 -18.86049 -4.06194
H -6.66615 -19.41411 -3.69199
H -7.45300 -16.47119 -4.65366
H -7.09813 -17.86896 -5.69181
H -5.11614 -17.00635 -2.53990
H -5.47031 -15.45456 -3.17297
H -2.94699 -16.94007 -3.97240
H -3.04537 -15.64469 -2.73875
H -1.36070 -14.60380 -4.67995
H -2.46782 -13.54925 -3.70006
H -2.45756 -13.44274 -5.42040
C -6.52580 -9.67460 -8.26134
O -6.22978 -11.05757 -7.98914
C -5.31682 -11.22872 -6.91866
C -5.18276 -12.78106 -6.69267
N -4.65977 -13.38448 -8.04766
H -5.08608 -14.29893 -8.09407
H -4.97400 -12.91266 -8.88357
C -3.17964 -13.64373 -8.14293
C -2.89150 -14.02272 -9.61521
O -3.45617 -13.10383 -10.51418
C -3.37813 -13.50471 -11.88701
H -5.54850 -9.19640 -8.32703
H -7.02167 -9.21456 -7.40660
H -7.24022 -9.54503 -9.07431
H -5.64278 -10.69313 -6.02704
H -4.31269 -10.81670 -7.01897
H -6.16078 -13.26125 -6.66121
H -4.63946 -13.14534 -5.82076
H -2.86935 -14.39377 -7.41543
H -2.65113 -12.70710 -7.96544
H -3.37715 -14.93217 -9.96899
H -1.83302 -14.15777 -9.83770
H -3.73662 -12.68067 -12.50388
H -3.84716 -14.46897 -12.08272
H -2.31912 -13.57018 -12.13664
C -8.25407 -17.33872 -13.15400
O -8.84996 -17.95676 -12.10969
C -10.06127 -17.50860 -11.58432
C -10.62017 -18.48507 -10.60131
N -9.55329 -18.80975 -9.55199
H -8.71461 -19.13890 -10.00848
H -9.18023 -17.94157 -9.19537
C -9.94973 -19.70532 -8.37639
C -8.79750 -19.66674 -7.30504
O -7.59412 -19.99419 -8.02829
C -6.52147 -20.17803 -7.23736
H -8.02199 -16.28033 -13.03546
H -8.82383 -17.45684 -14.07569
H -7.26727 -17.77816 -13.29969
H -10.78950 -17.26458 -12.35778
H -9.91602 -16.59489 -11.00800
H -11.03906 -19.40460 -11.01009
H -11.45247 -18.09643 -10.01451
H -9.98812 -20.72460 -8.76071
H -10.89382 -19.38849 -7.93322
H -8.88691 -20.40645 -6.50947
H -8.72217 -18.67032 -6.86965
H -5.75367 -19.40445 -7.24999
H -6.08571 -21.11748 -7.57743
H -6.82424 -20.26133 -6.19358
C -3.44868 -23.36450 -5.89582
O -2.96282 -22.35456 -6.83462
C -1.61920 -21.91922 -6.63703
C -1.56974 -20.55580 -7.32214
N -2.77990 -19.61012 -7.04953
H -3.55698 -20.25498 -7.02946
H -2.61966 -19.30860 -6.09900
C -3.09081 -18.53737 -8.11301
C -2.24570 -17.34023 -7.73041
O -0.81847 -17.61737 -7.69198
C -0.13088 -16.35715 -7.65174
H -4.35321 -23.78195 -6.33814
H -3.73208 -22.94390 -4.93100
H -2.75414 -24.20019 -5.81004
H -0.94257 -22.67578 -7.03438
H -1.44888 -21.82018 -5.56498
H -1.42487 -20.74773 -8.38528
H -0.64151 -20.03118 -7.09574
H -4.14338 -18.32673 -7.92372
H -3.00094 -18.96481 -9.11167
H -2.69951 -16.93520 -6.82592
H -2.42190 -16.60086 -8.51167
H 0.93858 -16.52917 -7.77328
H -0.29298 -15.91313 -6.66956
H -0.37947 -15.65352 -8.44623
C 2.66098 -17.87999 -10.67619
F 3.70891 -18.71847 -10.38016
F 1.69288 -17.93849 -9.80033
F 3.08985 -16.57449 -10.71558
S 1.96448 -18.37009 -12.41265
O 2.82968 -17.81419 -13.42599
O 1.87776 -19.82849 -12.47945
N 0.43305 -17.51416 -12.40957
S -0.62269 -18.56448 -12.21828
O -0.86820 -19.37760 -13.41556
O -0.55269 -19.17490 -10.89535
C -2.27487 -17.49567 -12.23833
F -2.29654 -16.74495 -13.32625
F -3.33269 -18.34848 -12.16497
F -2.26921 -16.54561 -11.31613
C -10.84826 -16.05351 -5.43292
F -10.66683 -14.97157 -4.69194
F -9.55825 -16.50117 -5.48457
F -11.66799 -16.95315 -4.85279
S -11.49140 -15.43190 -7.10431
O -11.54042 -16.56792 -7.98553
O -12.80312 -14.87136 -6.75186
O -10.55073 -14.39186 -7.49550
```

Summary:
Spin multiplicity ... 2
Orbital gap (spin up / spin down) ... 3.845 / 8.227 eV
HOMO (spin up / spin down) ... -3.906 / -8.367 eV
Electronic energy ... -4756.13373 Ha